1.
A cluster of 2 separate species, H4O2 in total. Source: the Open Molecules 2025 dataset; level of theory: wB97M-V/def2-TZVPD.

Results
- HOMO-LUMO gap (eV) = 11.16
- structure (SMILES) = O.O
- relative energy (zero: lowest compared OMol25 entry of this formula, charge and spin) (kcal per mole) = 9.2
- highest occupied orbital energy (eV) = -10.6824
- LUMO (eV) = 0.475

```
6
Properties=species:S:1:pos:R:3:lowdin_charge:R:1
O 1.16 0.03 -0.10 -0.075
H 1.75 -0.73 0.06 0.061
H 1.64 0.64 0.52 0.085
O -1.38 -0.05 0.00 -0.083
H -0.59 -0.57 0.30 0.024
H -1.05 0.82 -0.13 -0.011
```

2.
A structure of composition C30H35Br2N5O3STc. Source: the Open Molecules 2025 dataset; level of theory: wB97M-V/def2-TZVPD.

Results
- HOMO-LUMO gap (alpha / beta) (eV) = 6.35 / 6.75
- 2S+1 = 2
- relative energy (zero: lowest compared OMol25 entry of this formula, charge and spin) (kcal per mole) = 19.2
- highest occupied orbital energy (alpha / beta) (eV) = -7.1230 / -7.2707
- LUMO (alpha / beta) (eV) = -0.771 / -0.519
- <S²> = 1.214

```
77
Properties=species:S:1:pos:R:3:lowdin_charge:R:1
Tc -0.14 0.18 -0.28 1.379
C -1.96 3.16 -5.10 -0.072
C -2.71 2.51 -3.96 -0.236
N -2.54 1.05 -3.90 -0.108
C -3.44 0.23 -4.74 -0.188
C -2.78 -0.26 -6.02 -0.070
C -1.59 0.47 -3.16 -0.667
S -0.40 1.44 -2.35 0.728
N -1.55 -0.87 -3.21 0.129
C -1.31 -1.62 -2.18 -0.399
O -1.32 -1.24 -0.92 -0.194
C -1.03 -3.07 -2.37 -0.134
C -1.20 -3.67 -3.61 -0.021
C -0.87 -5.01 -3.78 -0.074
C -0.36 -5.74 -2.72 -0.079
C -0.18 -5.14 -1.48 -0.063
C -0.53 -3.80 -1.30 -0.012
H -2.04 4.25 -5.03 0.079
H -2.35 2.86 -6.07 0.066
H -0.90 2.90 -5.06 0.070
H -3.79 2.69 -4.05 0.116
H -2.40 2.92 -3.00 0.078
H -4.29 0.87 -4.97 0.115
H -3.80 -0.60 -4.15 0.115
H -2.50 0.57 -6.67 0.065
H -3.47 -0.90 -6.57 0.078
H -1.89 -0.84 -5.79 0.064
H -1.60 -3.09 -4.43 0.104
H -1.00 -5.48 -4.75 0.102
H -0.08 -6.78 -2.86 0.103
H 0.23 -5.70 -0.65 0.108
H -0.38 -3.32 -0.35 0.112
Br 3.59 -2.67 -2.30 0.781
C 3.03 -2.55 -0.51 -0.621
C 3.58 -3.40 0.45 -0.184
C 3.15 -3.31 1.76 -0.625
Br 3.96 -4.46 3.04 0.753
C 2.16 -2.41 2.15 -0.201
C 1.62 -2.26 3.50 -0.057
C 0.75 -1.30 3.78 -0.049
C 0.20 -0.36 2.74 -0.232
N 0.60 -0.65 1.37 -0.068
C 1.62 -1.59 1.16 -0.180
C 2.05 -1.63 -0.16 -0.407
O 1.48 -0.77 -1.00 -0.250
H 4.34 -4.11 0.17 0.092
H 1.95 -2.95 4.28 0.080
H 0.35 -1.19 4.78 0.123
H -0.88 -0.50 2.81 0.119
C -0.69 3.62 0.17 -0.134
O -1.60 2.56 0.38 -0.209
C -1.16 1.47 1.15 -0.555
C -2.44 0.73 1.51 -0.039
H -0.53 4.20 1.08 0.076
H -1.11 4.24 -0.61 0.083
H 0.29 3.25 -0.17 0.061
H -2.85 1.17 2.42 0.096
H -2.31 -0.34 1.65 0.062
H -3.16 0.86 0.70 0.085
N -0.34 1.94 2.22 0.138
C 0.31 1.15 2.98 -0.268
N 0.99 1.65 4.06 -0.043
C 2.33 1.13 4.41 -0.150
C 3.40 2.15 4.07 -0.160
C 3.21 3.44 4.89 -0.188
C 1.77 3.53 5.42 -0.188
C 0.78 3.07 4.37 -0.161
H 2.51 0.20 3.87 0.105
H 2.36 0.89 5.48 0.126
H 3.34 2.37 3.00 0.117
H 4.38 1.71 4.24 0.112
H 3.40 4.31 4.26 0.106
H 3.92 3.49 5.71 0.105
H 1.53 4.55 5.71 0.112
H 1.66 2.92 6.33 0.111
H 0.90 3.67 3.46 0.115
H -0.25 3.20 4.70 0.122
```

3.
A cluster of 4 separate species, C7H17NO3 in total. Source: the Open Molecules 2025 dataset; level of theory: wB97M-V/def2-TZVPD.

Results
- HOMO-LUMO gap (eV) = 8.66
- structure (SMILES) = CCc1c[nH]cc1C.O.O.O
- relative energy (zero: lowest compared OMol25 entry of this formula, charge and spin) (kcal per mole) = 0.0
- highest occupied orbital energy (eV) = -8.2931
- LUMO (eV) = 0.362

```
28
Properties=species:S:1:pos:R:3:lowdin_charge:R:1
C 0.42 -2.40 -0.86 -0.090
C 0.21 -2.17 0.65 -0.192
C -0.55 -0.89 0.87 -0.222
C -1.81 -0.64 0.36 -0.089
N -2.18 0.60 0.76 0.021
C -1.19 1.16 1.52 -0.096
C -0.18 0.22 1.66 -0.248
C 1.09 0.45 2.41 -0.044
H 1.30 -2.97 -1.15 0.069
H -0.49 -2.83 -1.29 0.071
H 0.58 -1.41 -1.28 0.047
H 1.20 -2.05 1.08 0.097
H -0.22 -2.98 1.22 0.112
H -2.38 -1.25 -0.33 0.123
H -3.06 1.05 0.68 0.146
H -1.40 2.10 1.99 0.122
H 1.23 1.45 2.76 0.076
H 1.17 -0.30 3.18 0.070
H 1.94 0.15 1.78 0.083
O -1.27 0.97 -2.69 -0.050
H -1.15 0.01 -2.66 0.033
H -0.50 1.27 -3.20 0.030
O 1.05 3.06 -0.02 -0.050
H 1.07 2.59 -0.86 -0.001
H 0.50 2.50 0.55 -0.003
O 1.83 1.01 -2.28 -0.048
H 1.90 0.19 -2.80 0.047
H 0.89 1.12 -2.07 -0.014
```

The evaluated max |F| for the records listed, in turn: 0.053 0.028 0.035 hartree/bohr.